# 1
Here is C19H34N2O4 in the gas phase from OMol25. Energies are from ωB97M-V/def2-TZVPD.

Results
E_tot   -1154.94657 Ha
HOMO energy   -9.252 eV
SMILES   CCOC(=O)[C@@H](C)NC(=O)[C@@H](NC(=O)[C@H]1CC[C@@H](CC)CC1)C(C)C
Net charge   0
M   354.49 g/mol
Relative energy (zero: lowest compared OMol25 entry of this formula, charge and spin)   0.00 kJ/mol

```
59
C19H34N2O4 ωB97M-V/def2-TZVPD
O -1.47 -1.32 -0.79
C -2.09 -1.35 1.56
C -2.78 3.37 0.13
C -3.31 3.14 -1.28
C 2.79 2.00 -0.90
C -1.97 -1.91 0.14
H 2.65 3.05 -0.61
H 4.56 1.75 0.29
H 4.02 -0.95 1.84
O -3.67 0.66 0.48
H -1.19 4.74 -0.40
H -3.63 3.35 0.82
C -2.54 0.92 0.85
H 5.68 -2.73 1.29
H -1.78 4.94 1.25
C -3.28 -5.03 -1.17
H -1.02 2.03 -1.33
H -2.82 -3.06 -1.98
C 2.38 -0.83 -0.32
O 0.73 1.34 1.18
H -2.54 3.30 -2.03
C 1.42 1.36 -1.15
H -1.43 -3.16 2.52
N -1.77 0.06 1.53
C 3.76 -0.21 -0.17
H -3.26 -5.52 -2.14
H -1.35 2.56 1.54
O -2.47 -3.14 0.05
C 1.58 -0.14 -1.42
C 4.60 -0.90 0.91
H -2.88 -5.70 -0.42
H -3.70 2.13 -1.37
H 4.19 -2.97 0.40
H 1.84 -0.74 0.63
H 5.60 -2.29 -0.41
H -0.79 0.31 1.68
C -1.83 2.26 0.60
H -0.14 -1.99 2.19
H 5.49 -0.30 1.11
C -2.44 -3.76 -1.23
H -4.12 3.83 -1.49
H -1.39 -3.99 -1.48
H -2.75 5.52 -0.11
H -3.14 -1.46 1.86
C 5.04 -2.31 0.52
H 2.46 -1.90 -0.56
H 0.59 -0.60 -1.51
H 4.29 -0.28 -1.12
H 3.06 1.36 1.13
H 3.35 1.98 -1.84
H -1.28 -1.70 3.51
C -1.17 -2.10 2.51
H 0.98 1.83 -2.04
C 0.46 1.57 0.01
H 2.10 -0.27 -2.37
C 3.58 1.27 0.18
H -4.30 -4.78 -0.91
C -2.08 4.73 0.22
N -0.75 2.04 -0.35
```

***

# 2
Here is a molecular structure, C19H35AuN8O3PS in a non-equilibrium geometry from OMol25. Energies are from ωB97M-V/def2-TZVPD.

Results
E_tot   -2283.06736 Ha
HOMO energy   -16.602 eV
Net charge   +3
M   683.55 g/mol
Relative energy (zero: lowest compared OMol25 entry of this formula, charge and spin)   21.07 kJ/mol

```
68
C19H35AuN8O3PS ωB97M-V/def2-TZVPD
H 1.96 2.55 4.27
C 1.37 -0.27 -2.65
C -3.96 2.30 1.24
H -1.25 -3.28 -2.94
C -0.32 1.19 2.30
H 2.63 -0.15 -4.37
N 2.37 2.07 2.28
H -4.52 -0.03 -1.76
C -2.99 2.69 -1.48
H 0.81 2.98 -0.37
C 1.61 1.86 3.51
H -0.18 0.16 2.62
Au -0.44 -0.06 -0.50
H -3.92 -2.94 0.05
O 5.69 -0.99 -0.57
N -3.61 -3.07 -0.90
H 4.63 -1.03 -3.13
H 6.27 -4.21 0.52
C 2.30 -1.17 -0.70
H 2.47 1.28 0.35
C 2.18 3.45 1.81
H -3.19 -4.85 -3.40
H -4.91 2.80 1.05
H 1.76 0.84 3.87
H 0.50 0.16 -3.13
P -3.43 1.47 -0.25
C 0.01 3.49 2.82
N 0.18 2.10 3.28
H -2.87 2.20 -2.45
H 5.62 -4.37 2.71
N -2.17 -3.22 -2.52
H 0.40 4.15 3.59
C 4.75 -1.76 -0.54
H -5.26 -3.06 -2.22
N 1.27 -0.60 -1.35
H -2.07 3.19 -1.21
N 0.44 1.39 0.99
H 2.73 3.61 0.89
H -3.22 3.04 1.55
C 3.52 -1.34 -1.32
H -5.61 1.23 -1.14
O 5.03 -3.85 2.16
C -4.81 0.54 -0.87
C 2.56 -0.44 -3.33
H -4.78 -4.66 -1.64
H 2.14 -1.47 0.32
H 3.84 -3.48 0.09
H -3.68 -3.27 -4.01
H -3.79 3.43 -1.56
C -4.41 -3.69 -1.97
N 4.67 -2.92 0.13
H -5.18 -0.13 -0.10
H 2.55 4.14 2.57
C 1.91 1.16 1.28
H -1.38 1.36 2.10
H -1.05 3.71 2.68
H -4.10 1.56 2.03
N 0.75 3.72 1.58
C 5.72 -3.41 1.01
S -1.10 -2.37 -0.14
C 0.27 2.83 0.57
C -2.35 -2.88 -1.26
C -3.38 -3.81 -3.12
O -2.25 0.52 0.10
C 3.66 -0.95 -2.65
H 6.40 -2.58 1.21
H -0.80 3.00 0.41
H 2.02 0.14 1.65
```

***

# 3
Here is 3 unconnected molecules or ions with the total composition C19H35BF2O7 in a non-equilibrium geometry from OMol25. Energies are from ωB97M-V/def2-TZVPD.

Results
E_tot   -1496.16760 Ha
HOMO energy   -9.168 eV
SMILES   O=C1OC[C@@H](F)O1.O=C1OC[C@@H](F)O1.BCCCCCCCCCCCCOC
Net charge   0
M   424.29 g/mol

```
64
C19H35BF2O7 ωB97M-V/def2-TZVPD
C -2.46 -2.15 2.24
H -1.45 0.10 1.95
O -3.68 -3.33 0.41
C -1.92 3.98 -0.66
H -2.80 -1.72 -0.53
O -2.58 3.05 0.21
H -2.19 -4.20 1.60
C -0.54 -0.49 1.86
H -2.63 -2.20 3.31
H -3.35 -3.03 -1.56
H 2.21 1.06 1.36
H 3.06 0.66 -0.11
C 7.97 -3.22 1.28
H 9.07 -2.12 3.11
C 6.69 -2.61 0.66
H -0.86 4.03 -0.40
C 2.60 0.23 0.78
O -3.02 0.85 0.08
C 3.74 -0.50 1.53
F -1.10 3.59 -2.85
O -4.19 4.45 -3.83
H -2.36 4.97 -0.58
C 6.11 -1.43 1.42
C -3.01 -3.47 1.65
C -2.86 -2.81 -0.62
H -0.56 -0.53 -0.29
H 4.01 0.11 2.40
H 7.52 -3.32 3.67
H 0.06 0.94 0.41
C -7.53 4.61 -3.41
H -1.86 -3.26 -0.63
H 5.69 -1.79 2.36
H 5.94 -3.40 0.59
H -0.46 -2.40 2.89
H 6.90 -0.69 1.59
H 1.62 -0.83 -0.77
H -3.76 -3.86 2.34
O -2.17 1.96 -1.69
C -0.94 -1.97 2.01
H 4.72 -1.27 -0.26
H 6.92 -2.34 -0.37
H -7.74 5.68 -3.37
H -3.08 3.63 -2.51
C 1.48 -0.72 0.30
H -8.05 4.55 -5.53
H 8.87 -2.95 0.73
C -2.62 1.85 -0.42
H 0.10 -0.17 2.69
C 4.96 -0.74 0.66
H 7.90 -4.31 1.23
F -8.44 3.94 -2.67
H 3.36 -1.46 1.88
B 8.18 -2.85 2.80
C -7.41 4.05 -4.81
H 5.33 0.25 0.36
C -2.14 3.35 -2.01
H -0.64 -2.58 1.16
C 0.08 -0.15 0.51
O -6.23 4.37 -2.88
H 1.60 -1.71 0.73
H -3.03 -1.30 1.87
C -5.37 4.37 -3.93
O -6.03 4.27 -5.10
H -7.62 2.98 -4.83
```

***

# 4
Here is a molecular structure, C19H35BNO2OsP in a non-equilibrium geometry from OMol25. Energies are from ωB97M-V/def2-TZVPD.

Results
E_tot   -1406.39231 Ha
Spin multiplicity   5
HOMO energy (alpha / beta)   -13.683 / -15.006 eV
Net charge   +2
M   541.51 g/mol
Expectation value of S²   6.01
Relative energy (zero: lowest compared OMol25 entry of this formula, charge and spin)   32.57 kJ/mol

```
60
C19H35BNO2OsP ωB97M-V/def2-TZVPD
H 0.29 -3.78 -0.96
H 2.44 3.37 -2.83
H -0.02 4.53 0.67
C -1.25 0.09 3.65
H -1.80 2.13 -4.49
H 1.14 -0.70 5.04
H 0.02 -3.08 -4.39
H 1.33 -2.29 4.27
C 0.97 -2.66 -4.02
H -0.86 0.58 5.73
H -0.15 5.25 -0.96
C -0.22 -1.09 3.39
H 3.20 -3.15 -2.83
C -0.33 -1.71 -1.01
C -2.66 -0.34 3.99
Os 0.58 1.18 -0.01
H -0.98 3.82 -2.37
H -2.69 -0.20 -4.74
H -2.11 -1.94 -3.07
C 2.46 -2.79 -2.11
H 3.08 2.31 -1.53
C -0.82 -0.65 -1.93
C -2.04 0.05 -3.91
H -1.40 1.95 4.75
H 0.28 1.36 4.60
B -0.07 0.47 1.76
H 1.82 -3.06 -4.59
H 1.51 2.09 1.09
H 3.05 4.10 -1.30
H 0.52 -1.33 -0.39
C 0.50 4.70 -0.28
C -0.74 1.68 -2.68
H -0.05 -1.99 5.33
C -0.41 0.69 -1.75
H -1.13 -1.96 -0.29
C 0.60 -1.53 4.58
H -1.51 -2.07 1.89
C -0.89 -2.32 2.76
O 0.68 -0.52 2.43
H -3.10 -0.97 3.21
H -1.52 -2.83 3.50
H 0.94 -1.57 -4.17
C -1.70 -0.93 -2.98
O -1.28 0.79 2.40
H 2.66 -1.72 -1.93
C 2.54 3.24 -1.75
C -0.77 1.05 4.74
P 0.90 3.09 -0.99
C 0.03 -3.04 -1.74
H -0.84 -3.41 -2.29
H 2.07 1.80 0.56
H -0.11 -3.03 2.44
C -1.55 1.35 -3.77
H -2.68 -0.89 4.94
N 1.15 -3.03 -2.65
C -0.19 3.06 -2.51
H 1.43 5.24 -0.10
H -3.30 0.55 4.11
H 2.57 -3.33 -1.16
H 0.41 3.39 -3.37
```

***

# 5
Here is a molecular structure, C19H35N5O4SSbSe4Si3Y from OMol25. Energies are from ωB97M-V/def2-TZVPD.

Results
E_tot   -12471.19511 Ha
HOMO energy   -1.633 eV
Net charge   -2
M   1040.35 g/mol
Relative energy (zero: lowest compared OMol25 entry of this formula, charge and spin)   25.40 kJ/mol

```
73
C19H35N5O4SSbSe4Si3Y ωB97M-V/def2-TZVPD
Se 3.16 1.22 -0.36
C -0.46 -1.65 0.44
H 2.42 2.02 -3.02
C -2.82 -1.07 -1.61
H 4.44 -0.86 -4.65
O -0.28 2.60 -1.50
H 0.23 -4.76 1.60
H -4.64 5.89 -0.67
N 0.31 -0.11 -2.51
H -2.22 1.35 -0.07
O -0.76 2.85 3.02
Se 6.41 -0.19 1.19
N 4.30 0.15 -4.76
H -3.45 0.82 1.04
C 1.62 -2.38 2.76
H -0.11 -4.42 -2.48
C -1.94 4.00 1.30
H -0.60 -0.96 4.44
H 4.07 2.16 -3.37
C 1.20 -0.14 -3.28
Y 0.53 0.62 -0.27
Sb 5.43 0.08 -1.00
C 3.18 0.57 -4.16
Se 5.11 -2.00 -2.25
H 1.73 1.85 2.75
H -1.35 -4.78 0.82
O 0.77 0.21 2.01
Si 0.17 -1.39 2.13
H 0.01 -5.65 0.09
H 2.25 -2.41 -1.48
C -0.28 -4.74 0.63
H -3.20 4.20 3.01
N 3.15 1.82 -3.69
H 1.42 -3.45 2.85
Si 0.15 -3.19 -0.39
C -1.78 4.27 -0.04
H -3.91 -0.93 -1.60
C 1.98 -3.16 -0.72
H 1.88 -2.01 3.75
H -4.96 5.43 1.72
H -2.61 -1.96 -2.20
H 2.61 -2.94 0.14
H 2.71 0.38 2.72
S -0.19 3.65 -0.48
C -3.87 5.36 -0.13
C -3.49 -2.22 1.06
Si -2.20 -1.17 0.17
C -0.65 -3.57 -2.06
H 1.41 0.58 3.95
C -0.79 3.20 1.86
O 0.65 4.76 -0.81
C -3.09 4.42 1.96
H 5.14 0.66 -4.47
H -1.94 -0.71 3.32
C -4.05 5.10 1.23
C -2.72 4.95 -0.79
H -1.45 -2.35 3.76
H 2.31 -4.12 -1.12
H -4.50 -1.83 0.92
H -0.58 -2.74 -2.75
N 2.14 -0.28 -4.13
H -2.37 -0.23 -2.14
C 1.72 0.78 2.92
Se 6.35 1.86 -2.47
H -1.79 0.89 1.60
H -2.57 5.16 -1.84
C -1.08 -1.35 3.54
H -3.29 -2.30 2.13
H -1.70 -3.87 -1.96
H -3.46 -3.23 0.64
H 2.51 -2.25 2.13
C -2.41 0.63 0.75
N 0.12 2.88 0.89
```

***

# 6
Here is a molecular structure, C19H35NO2P2Ti in a non-equilibrium geometry from OMol25. Energies are from ωB97M-V/def2-TZVPD.

Results
E_tot   -2481.65340 Ha
HOMO energy (alpha / beta)   -11.494 / -11.768 eV
Net charge   +2
M   419.31 g/mol
Relative energy (zero: lowest compared OMol25 entry of this formula, charge and spin)   0.00 kJ/mol

```
60
C19H35NO2P2Ti ωB97M-V/def2-TZVPD
Ti -0.60 0.61 -0.54
H 2.01 -1.57 -5.95
C -1.40 0.40 -3.33
H 1.55 -3.11 -5.17
P 0.28 2.04 -5.07
H 1.02 2.79 -2.91
H 0.17 4.22 2.85
C 0.85 -1.89 -3.27
H -1.00 -3.02 -3.40
H 1.12 -2.81 -6.89
C -1.14 1.76 1.39
C 0.16 3.12 2.78
C -1.32 2.79 -5.43
H 0.83 -1.74 -0.71
H 1.08 0.37 -1.61
H -1.52 1.95 3.49
C 0.58 1.83 -3.23
C -0.57 -2.01 -3.52
C 0.40 0.89 -6.56
H 0.17 1.57 -7.41
H -1.44 2.41 -2.45
H -2.40 0.68 -3.71
C 1.23 -2.35 -5.90
C 1.49 -0.61 -3.56
H 2.53 -0.82 -3.88
C -1.52 -2.98 -5.95
C 1.46 0.64 -2.64
H -2.53 -2.59 -6.07
H 1.50 -0.63 0.52
H -1.15 -3.40 -6.88
H -1.51 -3.75 -5.17
H -2.53 -1.32 -2.71
H -1.62 3.47 -4.62
C 0.97 2.68 1.57
H 1.47 0.63 -6.70
C -1.25 2.55 2.62
H 2.50 0.92 -2.37
O -1.96 0.93 0.81
H 0.98 -0.20 -4.45
H -1.20 -1.00 -1.58
N 0.06 1.92 0.78
H 1.10 3.82 -6.43
H -2.12 2.06 -5.61
C 0.54 -1.02 0.08
H -2.01 3.35 2.52
H -0.04 -1.56 0.85
C -1.47 -1.00 -2.68
P -0.40 -1.69 -5.42
C 1.45 3.31 -5.52
H 1.44 -2.80 -3.11
H -1.18 3.38 -6.35
H 0.64 2.73 3.69
C -0.78 1.56 -2.62
H 2.45 2.88 -5.69
O 2.13 2.85 1.24
C -0.54 -0.32 -6.69
H -0.28 -0.82 -7.64
H 1.51 4.04 -4.69
H -1.60 -0.03 -6.81
H -0.89 0.25 -4.30
```

***

# 7
Here is 3 unconnected molecules or ions with the total composition C19H36BBr2ClIO3 in a non-equilibrium geometry from OMol25. Energies are from ωB97M-V/def2-TZVPD.

Results
E_tot   -6902.16882 Ha
HOMO energy   -5.349 eV
Net charge   -1
M   645.47 g/mol

```
63
C19H36BBr2ClIO3 ωB97M-V/def2-TZVPD
H -4.04 2.41 3.63
H -1.07 3.06 3.26
Br 3.18 -3.52 -0.86
H 0.87 3.17 1.06
H 0.47 3.18 -2.12
H 2.97 4.31 -1.92
H 3.69 -5.67 -2.78
C 0.71 -2.67 -2.16
H 5.19 5.01 -1.04
H -3.41 3.91 2.94
O -0.56 -3.04 -2.36
H -0.80 -0.65 2.55
C -3.19 3.08 3.62
H -3.81 -1.12 2.20
H -2.98 0.43 0.48
H 0.46 1.42 -2.25
C -2.71 -5.41 -1.36
C 4.38 4.76 -0.35
H 1.88 5.37 0.74
H 2.63 -6.39 -1.54
H -2.23 -2.61 -0.99
H 0.92 4.92 -0.65
H -4.04 1.22 1.63
C -3.05 0.76 1.52
H 2.42 -6.85 -3.20
C 1.70 2.16 -0.64
C -2.97 -0.47 2.43
C -1.97 1.81 1.77
H -0.44 2.21 -0.96
H -0.03 -0.98 -1.08
H 1.70 1.19 -0.14
C 1.84 4.68 -0.11
Cl 1.26 -1.48 -3.44
C 1.70 -4.94 -2.73
B -1.16 -3.25 -0.97
C -1.67 -1.25 2.26
H -1.69 1.56 3.90
H 1.50 -1.46 -0.43
C 0.48 2.25 -1.55
Br 0.35 -5.26 -4.01
H 2.96 5.98 -1.39
H -2.12 2.64 1.07
C 2.70 -6.03 -2.56
H -1.88 -4.82 0.42
H -1.67 -2.14 2.89
H -1.54 -1.57 1.23
C -1.57 -4.79 -0.61
H 4.53 3.73 -0.03
H 4.47 5.40 0.52
C -1.91 2.36 3.19
O -3.33 -6.37 -0.97
C 0.59 -1.85 -0.86
H 2.61 3.06 1.08
C 3.03 4.95 -1.03
I -3.38 -4.58 -3.25
H 2.61 2.18 -1.25
H -0.99 1.38 1.52
C 1.71 -3.79 -2.06
H -0.71 -5.45 -0.71
H -3.10 -0.17 3.48
O -0.13 -2.73 -0.06
C 1.76 3.25 0.43
H -3.08 3.50 4.62
```